1.
ORCA calculation (ωB97M-V/def2-TZVPD) on C2HBrO2 in the gas phase.

Calculated values
Kohn-Sham gap (hartree): 0.2874
Largest force on an atom (eV/Å): 3.2
HOMO (eV): -7.84
Relative energy (zero: lowest compared OMol25 entry of this formula, charge and spin) (eV): 2.189
Energy (Ha): -2801.15564

Element x y z (Å)
C 0.1474 1.4205 0.0317
C 0.1697 -1.1182 -0.4809
O -0.0903 2.5360 0.0706
O 0.3772 0.2699 0.1842
Br -1.6061 -1.5079 0.0890
H 1.0022 -1.6003 0.1054

Force components x, y, z for each atom (eV/Å):
-0.1 -1.6 0.8
1.2 -1.4 -1.4
0.0 0.7 -0.4
0.7 3.0 0.6
-0.3 -0.6 0.4
-1.4 -0.1 -0.1

Let us look at the natural (NBO) charges, expressed in e, one per atom: number 1, C, carries 1.1018; number 2, C, carries -0.3909; number 3, O, carries -0.4135; number 4, O, carries -0.4293; number 5, Br, carries -0.0276; number 6, H, carries 0.1594



2.
ORCA calculation (ωB97M-V/def2-TZVPD) on C9H17N3P2 in the gas phase.

Calculated values
Kohn-Sham gap (hartree): 0.3228
Largest force on an atom (eV/Å): 6.5
HOMO (eV): -7.83
Relative energy (zero: lowest compared OMol25 entry of this formula, charge and spin) (eV): 0.856
Energy (Ha): -1200.03526

Element x y z (Å)
C 1.1342 0.4589 2.1248
C -0.0911 1.1031 1.8439
C 1.6684 -0.4858 1.1910
C -0.7194 0.6409 0.6806
C 0.8582 -0.9083 0.1500
C -3.1431 3.3732 1.8216
C -2.6964 4.0404 -0.9270
C 3.4157 -2.9152 -2.0891
C 1.6749 -4.6837 -1.0756
N -0.3630 -0.3188 -0.0912
N -2.2073 1.5455 0.3161
N 1.2362 -1.9164 -0.6963
P -1.8572 3.1543 0.4788
P 2.4393 -3.0905 -0.4665
H 1.5869 0.6572 3.0350
H -0.6074 1.8203 2.4806
H 2.5741 -1.1533 1.3032
H -3.8356 2.5189 1.8832
H -3.5788 4.2683 1.4215
H -2.6894 3.6185 2.8612
H -2.5069 5.0821 -0.5630
H -3.7343 3.7749 -1.2370
H -2.0219 3.8713 -1.7450
H 3.8768 -3.8117 -2.4498
H 4.0404 -2.0161 -1.7674
H 2.6325 -2.5906 -2.9267
H 1.0129 -5.3628 -0.3927
H 2.5927 -5.1708 -1.2246
H 1.2561 -4.5302 -2.0225
H -2.4786 1.1083 -0.5292
H 0.5312 -2.0820 -1.3878

Force components x, y, z for each atom (eV/Å):
-1.4 -0.6 -2.5
0.8 -1.3 -0.4
0.0 -0.6 1.1
-3.3 2.9 0.2
-1.0 1.3 0.6
1.3 0.8 1.2
0.2 -0.1 0.9
-2.4 3.0 0.1
-1.2 -0.2 3.0
1.0 -0.8 -0.7
4.3 -4.7 0.9
-0.5 -0.2 -0.5
-0.7 1.2 0.8
0.3 -1.2 -0.7
1.2 0.4 1.5
0.5 -0.2 -0.1
-0.8 1.4 0.4
0.3 0.5 -0.1
-1.1 0.6 0.5
-0.7 -0.5 -1.7
-0.8 -0.5 -0.7
0.7 0.4 0.6
0.2 0.1 -0.7
0.8 -0.2 0.2
-0.2 -1.4 -1.3
1.7 -0.5 1.7
1.1 1.6 -1.1
1.1 -1.3 -0.2
-1.0 0.1 -1.4
-0.4 -0.1 -1.1
-0.3 -0.1 -0.5

These are the natural (NBO) partial charges, in e, on atoms 1 to 6: number 1, C, carries -0.1159; number 2, C, carries -0.3563; number 3, C, carries -0.3396; number 4, C, carries 0.4650; number 5, C, carries 0.3908; number 6, C, carries -0.9470



3.
ORCA calculation (ωB97M-V/def2-TZVPD) on 2 unconnected molecules or ions with the total composition C7H11N2O3.

Calculated values
Kohn-Sham gap (hartree): 0.3282
Total charge: -1
Largest force on an atom (eV/Å): 5.9
HOMO (eV): -5.36
Relative energy (zero: lowest compared OMol25 entry of this formula, charge and spin) (eV): 3.188
Energy (Ha): -608.54335

Element x y z (Å)
C -1.1574 -1.4975 -0.5115
C -3.1953 0.0023 0.8081
C 0.6390 -0.3323 0.1085
C 1.7098 1.6962 -0.4309
C 0.2960 0.6968 -2.1922
C 0.7159 -1.3385 2.3713
C 0.4584 0.9456 -0.7154
N -2.0140 -0.6633 -0.2555
N 0.6695 -0.1178 1.3861
O -0.7315 -2.5634 -0.8634
O -3.7835 0.9201 0.2743
O -3.1724 -0.4845 1.9035
H 1.0974 -1.3156 -0.1470
H 2.5116 1.0889 -0.6677
H 1.7105 1.9691 0.5305
H 1.8085 2.5804 -1.0450
H -0.5288 0.0224 -2.3338
H 1.0566 -0.0442 -2.6860
H 0.1858 1.6145 -2.7636
H -0.2619 -1.3929 2.9005
H 0.9137 -2.0816 1.5904
H 1.5117 -1.0616 3.0232
H -0.4396 1.3566 -0.2844

Force components x, y, z for each atom (eV/Å):
-5.9 -0.2 0.6
-0.3 1.7 0.3
2.1 0.5 3.6
-1.0 1.2 -2.8
0.8 -2.3 -1.1
-0.6 2.5 -3.4
0.6 -1.9 -0.4
2.3 -1.2 -0.6
-1.5 -0.6 0.5
1.3 0.4 -0.1
0.5 -0.7 -0.7
0.5 -1.1 0.1
-0.7 0.6 -1.1
1.9 -1.3 -0.3
0.4 1.0 3.7
-0.1 0.5 -0.3
-1.2 0.4 -0.2
-0.3 1.9 1.0
0.0 -0.1 -0.2
0.7 -0.1 -0.6
0.0 -1.1 1.3
0.7 -0.5 0.7
-0.3 0.5 -0.1

These are the natural (NBO) partial charges, in e, on atoms 1 to 6: number 1, C, carries 0.7342; number 2, C, carries 0.9653; number 3, C, carries 0.0722; number 4, C, carries -0.5760; number 5, C, carries -0.6108; number 6, C, carries -0.4527



4.
ORCA calculation (ωB97M-V/def2-TZVPD) on a molecular structure, C47H38ClN5O6PRu.

Calculated values
Kohn-Sham gap (spin up / spin down) (hartree): 0.2249 / 0.2583
Total charge: +2
Largest force on an atom (eV/Å): 5.2
Expectation value of S²: 0.7913
HOMO (spin up / spin down) (eV): -12.33 / -13.24
2S+1: 2
Energy (Ha): -3434.92306

Element x y z (Å)
Ru -0.8576 0.6399 -0.6163
C 1.4103 1.9457 -5.2182
O -0.0042 1.8545 -5.1289
C -0.2840 1.3925 -3.9051
N 0.7015 1.0741 -3.1501
C 1.9076 1.1356 -3.9886
C 3.2326 1.6548 -3.4830
C 4.2751 1.7095 -4.3750
C 5.5414 2.1641 -4.0067
C 5.7769 2.6146 -2.6986
C 4.8071 2.5352 -1.7545
C 3.4805 1.9631 -2.0521
C -1.6990 1.1801 -3.6027
C -2.6077 1.2698 -4.6471
C -3.9585 0.9512 -4.4226
C -4.3542 0.6157 -3.1557
C -3.3988 0.5986 -2.1163
N -2.0573 0.8296 -2.3592
C -3.7206 0.3883 -0.7659
N -2.7689 0.4753 0.1780
C -3.3771 0.2789 1.4746
C -4.8709 0.0686 1.1256
O -4.9437 0.1292 -0.2956
C -2.7032 -0.8965 2.1825
C -2.8996 -0.9961 3.6948
C -2.1997 -2.1554 4.3471
C -0.7797 -3.9537 3.2435
C -0.3277 -3.3167 2.1721
C -1.0279 -2.1626 1.5488
H 1.7065 2.9990 -5.1503
H 1.7266 1.5378 -6.1761
H 2.0834 0.0860 -4.2928
H 4.1144 1.4051 -5.3983
H 6.3404 2.1702 -4.7291
H 6.7410 3.0235 -2.4451
H 4.9745 2.8467 -0.7371
H 2.6701 2.5520 -1.6003
H -2.2570 1.5574 -5.6248
H -4.6630 0.9796 -5.2367
H -5.3726 0.3665 -2.9026
H -3.2371 1.1757 2.0989
H -5.5177 0.8533 1.5266
H -5.2427 -0.9046 1.4568
H -3.6775 -0.4529 4.2042
H -2.3590 -2.1002 5.4201
H -0.2475 -4.8008 3.6489
H 0.6009 -3.6309 1.7085
H -0.5514 -1.9098 0.5958
Cl -1.1458 3.2248 -0.0261
C -1.1786 3.2442 1.7088
C -1.5726 4.4149 2.3430
C -1.5395 4.4930 3.7257
C -1.0603 3.4265 4.4707
C -0.6592 2.2665 3.8339
C -0.7581 2.1326 2.4472
P -0.2534 0.5613 1.6507
C -1.1711 -0.8555 2.3988
C -1.3956 -0.9634 3.9117
C -2.0901 -3.6064 3.9021
C -3.1485 -4.0210 2.9145
C -3.3683 -3.3691 1.7803
C -2.5779 -2.1929 1.3378
C 1.4899 0.4205 2.1121
C 2.2624 1.5842 2.1323
C 3.6354 1.4942 2.2654
C 4.2496 0.2539 2.3489
C 3.4838 -0.9010 2.3450
C 2.1077 -0.8225 2.2240
H -1.8885 5.2640 1.7566
H -1.8633 5.3968 4.2173
H -0.9914 3.5020 5.5446
H -0.2339 1.4609 4.4110
H -0.8101 -0.4194 4.6309
H -2.1958 -4.2222 4.7981
H -3.7184 -4.9069 3.1452
H -4.1664 -3.6840 1.1238
H -2.7991 -1.9690 0.2888
H 1.7866 2.5511 2.0457
H 4.2311 2.3932 2.2940
H 5.3243 0.1827 2.4153
H 3.9587 -1.8672 2.4219
H 1.5122 -1.7218 2.2380
C -1.0372 -3.1240 -2.2091
C 0.2343 -2.5088 -1.7761
N 0.3802 -1.2504 -1.4153
C 1.7186 -1.0441 -1.1795
C 2.3929 -2.2428 -1.3792
N 1.4244 -3.1413 -1.7385
C 3.7727 -2.7338 -1.1316
O 4.7086 -1.8212 -0.9212
O 3.9746 -3.9167 -1.0993
C 2.1425 0.3226 -0.9730
O 3.3758 0.6193 -1.3375
O 1.3544 1.2056 -0.6020
H -1.7710 -2.3374 -2.3760
H -1.4195 -3.8192 -1.4620
H -0.8848 -3.6785 -3.1336
H 1.6314 -4.1125 -1.9408
H 4.4213 -0.9032 -1.0751

Force components x, y, z for each atom (eV/Å):
1.1 1.3 2.6
0.8 0.1 0.0
-0.9 -0.1 -0.4
1.8 -0.2 0.7
-0.6 0.2 -0.4
-0.2 -0.1 -0.9
0.2 0.0 -0.1
-0.5 0.0 0.2
0.1 0.0 -0.2
-0.1 0.0 0.5
0.1 -0.1 -0.1
-0.2 0.6 -0.2
-0.6 -0.1 0.1
-1.1 -0.2 0.1
1.1 0.3 -0.5
0.5 -0.2 1.5
1.0 0.5 -3.3
-1.1 -0.1 -0.3
1.2 -0.3 5.1
-1.9 -0.4 -3.9
0.0 -0.3 0.9
0.0 0.0 1.1
0.4 0.2 -1.7
-0.2 0.2 -0.6
-0.5 -0.1 0.0
0.0 0.3 0.0
0.2 0.0 0.1
0.2 -0.1 0.0
0.4 0.1 -0.1
-0.1 -0.1 0.0
0.0 0.0 0.0
0.0 0.2 0.0
0.0 -0.1 -0.2
0.1 0.0 -0.1
0.1 0.0 0.1
0.1 0.1 0.1
0.3 -0.1 -0.1
0.0 0.0 -0.1
-0.1 0.0 -0.1
-0.2 0.0 -0.1
-0.1 -0.1 -0.2
0.1 -0.1 -0.1
0.0 0.1 -0.1
-0.1 0.1 0.2
0.0 0.1 -0.1
0.2 -0.1 0.0
0.0 -0.2 0.0
-0.1 -0.2 0.3
-0.1 -1.0 -0.7
0.1 -0.2 1.1
0.0 0.0 -0.3
0.1 -0.1 0.0
0.0 0.0 0.0
-0.1 0.1 -0.2
0.1 -0.1 -0.2
0.0 -0.6 -0.2
0.4 0.5 -0.2
0.5 -0.1 0.1
0.1 -0.2 -0.4
-0.4 0.1 0.0
-0.2 -0.1 -0.1
-0.3 0.1 0.1
0.0 0.1 0.0
-0.1 -0.2 0.2
0.0 0.1 -0.1
0.0 -0.1 0.0
0.1 -0.1 -0.1
-0.2 0.2 0.1
-0.1 0.1 -0.1
0.0 0.1 0.0
0.0 0.0 0.1
0.0 0.0 0.0
0.0 0.0 0.2
0.0 0.1 -0.1
-0.2 -0.1 0.0
0.0 -0.3 -0.1
0.0 -0.1 0.1
0.0 0.1 0.0
0.1 0.1 0.0
0.1 0.0 0.1
0.1 -0.1 0.0
0.0 -0.1 0.0
-0.1 -0.2 0.0
-0.2 0.2 0.1
-0.8 0.6 0.7
0.1 -1.4 -0.3
-0.6 0.8 0.2
0.3 0.3 0.1
0.1 0.0 -0.1
0.3 -0.1 0.0
0.0 0.2 0.0
-0.6 1.7 0.5
-0.1 -0.5 0.3
0.4 -1.2 -1.1
0.0 0.0 0.0
0.0 0.0 0.1
-0.1 0.0 -0.1
0.0 0.0 0.0
-0.1 -0.1 0.0

These are the Mulliken partial charges, in e, on atoms 1 to 6: number 1, Ru, carries -0.1734; number 2, C, carries -0.6137; number 3, O, carries -0.4205; number 4, C, carries 0.0017; number 5, N, carries 0.2464; number 6, C, carries 0.2555



5.
ORCA calculation (ωB97M-V/def2-TZVPD) on 4 unconnected molecules or ions with the total composition H8O4.

Calculated values
Kohn-Sham gap (hartree): 0.3960
Largest force on an atom (eV/Å): 2.0
HOMO (eV): -10.51
Relative energy (zero: lowest compared OMol25 entry of this formula, charge and spin) (eV): 0.916
Energy (Ha): -305.74555

Element x y z (Å)
O -1.0055 1.6937 2.7081
H -0.8622 1.6050 1.7521
H -1.7058 1.0845 2.8240
O 1.7118 -0.3193 -1.3024
H 2.3494 -0.8804 -0.8262
H 1.5550 -0.7692 -2.1352
O -0.2089 -2.0764 -0.2973
H -0.4321 -2.8328 -0.8487
H 0.1195 -1.4073 -0.8608
O -0.6825 1.1094 -0.0413
H 0.1938 0.9910 -0.3664
H -1.0325 1.8018 -0.6058

Force components x, y, z for each atom (eV/Å):
0.9 0.8 -0.5
0.3 0.1 0.0
-1.2 -1.0 0.6
0.4 0.0 0.2
-0.4 0.3 -0.2
0.2 0.0 -0.3
-0.7 -1.6 1.0
0.0 0.1 0.0
0.5 1.2 -0.8
-1.0 0.3 0.1
1.3 -0.4 -0.3
-0.3 0.1 0.0

These are the natural (NBO) partial charges, in e, on atoms 1 to 6: number 1, O, carries -0.9602; number 2, H, carries 0.4864; number 3, H, carries 0.4563; number 4, O, carries -0.9562; number 5, H, carries 0.4938; number 6, H, carries 0.4763



6.
ORCA calculation (ωB97M-V/def2-TZVPD) on 6 unconnected molecules or ions with the total composition C8H20Cl8N2O3.

Calculated values
Kohn-Sham gap (hartree): 0.2421
Largest force on an atom (eV/Å): 7.7
HOMO (eV): -6.69
Relative energy (zero: lowest compared OMol25 entry of this formula, charge and spin) (eV): 2.108
Energy (Ha): -4333.36797

Element x y z (Å)
N -0.2498 0.9663 -0.4412
H -0.4610 1.1273 -1.4157
H -0.1346 1.8702 -0.0057
H 0.6654 0.5454 -0.3679
H -0.9950 0.4116 -0.0449
N -0.3266 4.4871 1.1286
O -1.0199 4.8652 2.0444
O -0.0136 3.3668 0.7394
O -0.0014 5.5094 0.5855
Cl 3.7241 -3.7426 3.2145
C 3.1184 -2.8995 1.6989
C 2.0500 -1.9385 2.1304
Cl 1.2145 -1.6219 0.6489
H 2.6824 -3.6699 1.0629
H 3.9798 -2.4697 1.1876
H 2.3325 -1.0297 2.6618
H 1.2230 -2.3341 2.7201
Cl -2.9103 2.8505 -0.7033
C -4.3908 1.9138 -0.7600
C -4.6312 1.1626 0.5567
Cl -3.3376 0.3558 1.3926
H -4.1781 1.1035 -1.4573
H -5.2842 2.4281 -1.1139
H -5.4918 0.5053 0.4323
H -4.9243 2.0219 1.1599
Cl -4.2995 -4.4663 0.5871
C -2.6259 -4.9172 0.4944
C -1.6451 -3.7801 0.7901
Cl -1.9347 -2.2502 -0.0644
H -2.4519 -5.3918 -0.4713
H -2.3980 -5.6656 1.2535
H -0.5891 -4.0364 0.7042
H -1.8019 -3.4758 1.8250
Cl 5.8645 3.2488 -4.0480
C 4.3880 3.0046 -3.0805
C 4.3535 1.5851 -2.4625
Cl 2.7196 1.2248 -1.8601
H 3.6177 3.1832 -3.8307
H 4.4139 3.6610 -2.2107
H 5.0054 1.5084 -1.5923
H 4.7434 0.7827 -3.0886

Force components x, y, z for each atom (eV/Å):
0.4 -0.3 -1.0
-0.1 0.1 -0.4
-0.6 1.7 1.0
0.2 -0.7 0.1
-0.2 -0.2 0.6
-1.2 5.0 0.4
-3.4 -4.5 5.3
0.3 -2.6 0.0
4.3 1.7 -5.9
0.0 0.3 -0.7
0.5 -1.1 1.5
-0.4 0.0 0.7
-0.8 1.1 -1.7
0.1 0.0 0.2
-0.2 0.2 0.2
0.5 0.0 -0.5
0.7 -0.7 0.4
0.0 0.7 0.0
0.9 -2.9 -0.5
-1.7 2.5 0.0
0.5 -0.2 -0.2
-0.1 0.3 -0.6
0.3 0.3 0.4
0.2 -0.1 0.1
-0.2 -0.5 0.9
-0.7 0.3 0.2
1.6 -0.2 -0.3
-0.5 0.3 1.0
-0.2 -0.2 -0.8
0.0 0.2 0.0
-0.2 -0.1 0.0
-0.2 -0.3 -0.4
0.0 -0.2 0.1
0.4 -0.1 0.2
0.2 -1.0 0.3
0.9 0.2 -0.1
-0.2 -0.1 -0.2
-0.4 0.0 0.8
-0.3 0.5 -0.6
-0.1 0.5 0.1
-0.7 0.1 -0.5

These are the natural (NBO) partial charges, in e, on atoms 1 to 6: number 1, N, carries -0.8790; number 2, H, carries 0.4297; number 3, H, carries 0.4886; number 4, H, carries 0.4358; number 5, H, carries 0.4473; number 6, N, carries 0.7288